No. 1
Computed, not measured: the molecule C7H8INO2, with wB97M-V/def2-TZVPD.

The orbital gap is 9.43 eV. As for the structure (SMILES): C[C@@H]1C=C[C@H](ON=O)C=C1I. As for the HOMO energy: -9.11 eV.

Element x y z (Å)
1 C -1.263 -0.332 1.362
2 C -0.643 1.016 1.378
3 C -0.776 -1.349 0.557
4 C 0.816 0.931 1.026
5 C 0.543 -1.283 -0.288
6 C 1.382 -0.087 0.349
7 C 0.488 -1.058 -1.810
8 N -0.724 2.137 -0.767
9 O -1.343 2.012 0.420
10 O -1.281 2.975 -1.425
11 I 3.368 -0.273 -0.051
12 H -2.210 -0.388 1.826
13 H -0.823 1.599 2.357
14 H -1.257 -2.341 0.531
15 H 1.323 1.775 1.392
16 H 1.068 -2.261 -0.043
17 H -0.274 -1.764 -2.271
18 H 1.401 -1.302 -2.341
19 H 0.204 -0.004 -2.201

No. 2
Computed, not measured: C7H8N as an isolated structure, with wB97M-V/def2-TZVPD.

The orbital gap (alpha / beta) is 7.87 / 7.28 eV. As for the net charge: +1. As for the HOMO energy (alpha / beta): -13.76 / -13.31 eV.

Element x y z (Å)
1 C -1.692 -1.263 -0.965
2 C 0.406 -0.584 -0.766
3 C -1.114 0.581 -0.444
4 C -0.309 -1.745 -1.161
5 C 1.320 -0.145 0.257
6 C -0.649 1.386 0.749
7 C 0.810 1.240 0.863
8 N -2.171 -0.143 -0.945
9 H 0.072 -2.504 -0.476
10 H -0.348 -2.033 -2.225
11 H 1.208 -1.040 0.955
12 H 2.332 -0.153 -0.084
13 H -1.049 2.388 0.529
14 H -1.259 0.801 1.519
15 H 1.072 1.191 1.949
16 H 1.371 2.023 0.247

No. 3
Computed, not measured: the molecule C7H8N2, with wB97M-V/def2-TZVPD.

The orbital gap is 9.97 eV. As for the structure (SMILES): C#C[C@H](C)c1ccn[nH]1. As for the HOMO energy: -9.14 eV.

Element x y z (Å)
1 C 2.045 2.461 0.527
2 C 1.483 1.484 0.196
3 C -1.980 -0.418 0.755
4 C -3.064 0.159 0.145
5 C -0.882 0.298 0.333
6 C 1.061 -1.009 -0.692
7 C 0.558 0.025 0.339
8 N -2.718 1.246 -0.476
9 N -1.391 1.307 -0.422
10 H 2.825 3.193 0.476
11 H -2.061 -1.062 1.673
12 H -4.051 -0.215 0.305
13 H 0.678 -0.699 -1.747
14 H 0.601 -2.093 -0.486
15 H 2.173 -1.158 -0.570
16 H 0.919 -0.287 1.296
17 H -0.922 2.148 -0.879

No. 4
Computed, not measured: the molecule C7H8N2O2, with wB97M-V/def2-TZVPD.

The orbital gap is 8.65 eV. As for the structure (SMILES): O=C1OCCN1c1ccc[nH]1. As for the HOMO energy: -7.90 eV.

Element x y z (Å)
1 C -2.948 0.008 -0.048
2 C -1.700 -0.655 0.262
3 C -2.633 1.335 -0.167
4 C -0.709 0.227 0.281
5 C 1.644 1.082 0.168
6 C 1.166 -1.296 -0.054
7 C 2.643 -0.943 0.034
8 N -1.281 1.455 -0.035
9 N 0.664 -0.030 0.378
10 O 1.454 2.245 0.256
11 O 2.791 0.475 -0.249
12 H -4.058 -0.380 -0.075
13 H -1.470 -1.770 0.298
14 H -3.028 2.235 -0.471
15 H 0.606 -1.448 -1.016
16 H 0.949 -2.173 0.613
17 H 3.303 -1.151 0.888
18 H 3.247 -1.504 -0.753
19 H -0.641 2.288 -0.311

No. 5
Computed, not measured: the molecule C7H8N2O2S, with wB97M-V/def2-TZVPD.

The orbital gap is 8.67 eV. As for the HOMO energy: -8.93 eV.

Element x y z (Å)
1 C -3.704 -0.773 0.885
2 C -1.164 -0.439 -0.340
3 C -0.269 0.609 -0.366
4 C 1.238 0.199 -0.321
5 C 2.151 1.214 0.117
6 C 3.874 -0.158 -0.062
7 C 3.003 -1.194 -0.366
8 H -3.761 -1.943 0.486
9 H -3.056 -0.798 2.027
10 H -4.761 -0.394 0.687
11 H -0.895 -1.379 -0.756
12 H -1.560 2.055 -0.003
13 H 1.718 2.246 0.197
14 H 4.982 -0.407 0.174
15 H 3.502 -2.158 -0.373
16 N 3.448 1.148 0.091
17 N 1.682 -1.010 -0.696
18 O -2.977 1.397 -0.659
19 O -0.471 1.933 -0.116
20 S -2.981 -0.149 -0.604

No. 6
Computed, not measured: the molecule C7H8N2O2S, with wB97M-V/def2-TZVPD.

The orbital gap is 8.78 eV. As for the structure (SMILES): CS(=O)(=O)C1=CC=CCN1C#N. As for the HOMO energy: -9.48 eV.

Element x y z (Å)
1 C -0.695 -0.183 1.790
2 C 1.802 1.458 -0.689
3 C 0.910 0.484 -1.284
4 C 1.601 2.024 0.506
5 C -0.187 0.109 -0.632
6 C 0.175 1.929 0.981
7 C -0.910 -2.601 0.035
8 N -0.996 -0.911 2.628
9 N -0.429 0.590 0.772
10 O -2.630 -0.885 -1.184
11 O -0.672 -1.639 -2.470
12 S -1.212 -1.252 -1.186
13 H 2.686 1.597 -1.294
14 H 1.235 -0.110 -2.145
15 H 2.286 2.570 1.231
16 H 0.309 2.278 2.115
17 H -0.476 2.752 0.512
18 H -1.640 -2.215 0.769
19 H -1.345 -3.443 -0.477
20 H 0.186 -2.551 0.025

No. 7
Computed, not measured: the molecule C7H8N2O2S, with wB97M-V/def2-TZVPD.

The orbital gap is 9.04 eV. As for the structure (SMILES): C/C=C1/S[C@]1(O)Nc1cocn1. As for the HOMO energy: -8.43 eV.

Element x y z (Å)
1 C 1.472 0.580 3.667
2 C 1.963 -0.219 1.801
3 C 0.729 0.312 1.704
4 C 0.268 -0.261 -0.586
5 C -0.754 -1.006 -1.228
6 C -2.068 0.517 -2.475
7 C -1.807 -0.809 -2.014
8 N 0.457 0.863 2.916
9 N -0.066 0.480 0.594
10 O 1.247 0.290 -1.348
11 O 2.460 -0.049 3.042
12 S 0.222 -2.126 -0.352
13 H 1.614 0.826 4.763
14 H -2.059 0.644 -3.558
15 H -1.299 1.114 -2.035
16 H -3.062 0.837 -2.140
17 H -2.349 -1.570 -2.425
18 H 2.595 -0.670 0.984
19 H -1.024 0.239 0.880
20 H 1.460 0.011 -2.192

No. 8
Computed, not measured: the molecule C7H8N2O3, with wB97M-V/def2-TZVPD.

The orbital gap is 10.19 eV. As for the structure (SMILES): [O-]/[N+](=N\O)[C@H](O)c1ccccc1. As for the HOMO energy: -9.49 eV.

Element x y z (Å)
1 C 2.091 -0.732 1.708
2 C 1.337 -1.726 1.100
3 C 1.513 0.525 1.910
4 C 0.167 -1.298 0.514
5 C 0.272 0.932 1.379
6 C -0.341 0.012 0.587
7 C -1.641 0.296 -0.103
8 N -0.656 1.183 -2.169
9 N -1.165 0.138 -1.702
10 O -1.159 -0.937 -2.290
11 O -2.303 1.502 -0.033
12 O -0.239 0.989 -3.464
13 H 3.097 -0.860 2.088
14 H 1.677 -2.749 1.073
15 H 2.170 1.315 2.464
16 H -0.400 -2.050 -0.213
17 H -0.247 1.820 1.417
18 H -2.303 -0.526 -0.051
19 H -1.630 2.058 -0.492
20 H -0.240 0.108 -3.723

No. 9
Computed, not measured: C7H8N2O5Y as an isolated structure, with wB97M-V/def2-TZVPD.

The orbital gap is 4.54 eV. As for the net charge: +3. As for the HOMO energy: -18.84 eV.

Element x y z (Å)
1 Y -0.019 0.364 -0.145
2 O 1.241 -1.339 -3.043
3 C 0.839 -0.740 -2.147
4 C -0.822 0.662 2.141
5 O -1.196 0.737 3.236
6 C -2.263 -0.283 -0.786
7 O -3.322 -0.658 -1.065
8 C 2.250 0.507 0.702
9 O 3.320 0.510 1.122
10 C -0.071 4.513 -2.027
11 H 0.971 4.568 -2.289
12 H -0.722 4.268 -2.848
13 C -0.521 4.901 -0.869
14 H -1.573 5.003 -0.659
15 H 0.122 5.301 -0.102
16 N 0.674 -3.908 0.094
17 C 0.186 -2.972 0.924
18 N -0.220 -3.352 2.160
19 O 0.103 -1.728 0.561
20 H 0.740 -4.883 0.375
21 H 0.981 -3.652 -0.830
22 H -0.588 -2.680 2.794
23 H -0.161 -4.326 2.452

No. 10
Computed, not measured: C7H8N3 as an isolated structure, with wB97M-V/def2-TZVPD.

The orbital gap is 8.70 eV. As for the net charge: +1. As for the HOMO energy: -12.73 eV.

Element x y z (Å)
1 C -1.424 -0.698 1.372
2 C -0.521 -1.450 0.766
3 C 0.250 1.255 1.923
4 C 1.648 0.188 0.597
5 C -0.668 0.532 1.186
6 C 0.086 -0.002 -1.223
7 C 0.348 -0.335 0.145
8 N 1.581 1.019 1.576
9 N -0.639 -0.840 -2.028
10 N 0.582 1.157 -1.644
11 H -2.432 -0.856 1.850
12 H -0.411 -2.563 0.852
13 H -0.064 1.934 2.726
14 H 2.638 -0.109 0.233
15 H -0.947 -1.706 -1.647
16 H -0.965 -0.817 -3.022
17 H 0.718 1.888 -1.036
18 H 0.219 1.401 -2.627

No. 11
Computed, not measured: an isolated ion of composition C7H8N3O and charge +1, with wB97M-V/def2-TZVPD.

The orbital gap (alpha / beta) is 7.36 / 7.36 eV. As for the net charge: +1. As for the structure (SMILES): CCN=[N+]=C1N=CC=CC1=O. As for the HOMO energy (alpha / beta): -13.75 / -13.76 eV.

Element x y z (Å)
1 C 3.395 0.061 0.378
2 C 2.649 1.181 0.241
3 C 2.912 -1.240 0.011
4 C 1.215 1.001 0.017
5 C 0.845 -0.518 -0.139
6 C -3.361 -0.198 0.631
7 C -2.647 0.103 -0.740
8 N 1.682 -1.501 -0.269
9 N -0.359 -0.644 -0.502
10 N -1.310 -0.056 -0.905
11 O 0.472 1.918 -0.206
12 H 4.471 0.306 0.651
13 H 3.202 2.076 0.298
14 H 3.522 -2.144 -0.141
15 H -4.390 -0.151 0.527
16 H -2.980 0.368 1.467
17 H -3.123 -1.190 0.902
18 H -2.938 1.101 -0.744
19 H -3.258 -0.473 -1.477

No. 12
Computed, not measured: an isolated ion of composition C7H8N3O3 and charge -1, with wB97M-V/def2-TZVPD.

The orbital gap is 7.85 eV. As for the net charge: -1. As for the structure (SMILES): O=C([O-])[C@@]1(O)CCNc2ccnn21. As for the HOMO energy: -4.26 eV.

Element x y z (Å)
1 C -0.121 1.348 -2.203
2 C 1.253 1.348 -2.536
3 C -0.208 0.657 -0.972
4 C 1.871 0.575 1.885
5 C 0.074 -1.168 1.088
6 C -1.136 -0.282 1.071
7 C 1.413 -0.481 0.805
8 N 1.976 0.860 -1.554
9 N 1.088 0.442 -0.595
10 N -1.277 0.088 -0.310
11 O 1.150 1.401 2.430
12 O 3.095 0.377 2.082
13 O 2.335 -1.354 0.542
14 H -0.868 1.667 -2.803
15 H 1.730 1.649 -3.383
16 H 0.167 -1.985 1.855
17 H -0.149 -1.734 0.190
18 H -2.014 -0.643 1.562
19 H -0.861 0.633 1.677
20 H -2.178 0.538 -0.488
21 H 3.098 -0.698 1.154

Calculated DFT total energy (eV), listed in the same order as above: -21069.777, -8863.923, -10364.884, -14462.707, -25295.047, -25295.168, -25296.415, -16506.611, -21618.791, -11848.719, -13894.506, -18001.841